# 1
A structure of composition C28H22Cl5F4N4O2RhS, computed with wB97M-V/def2-TZVPD.

```
67
Properties=species:S:1:pos:R:3:forces:R:3
Rh -0.564947 0.133415 -1.151921 -0.015 0.392 -0.543
C -0.807457 2.078462 1.341475 -0.090 0.085 -0.037
N -1.566632 1.958535 0.086787 0.124 -0.144 0.250
C -1.641043 3.267014 -0.562928 0.039 0.030 -0.041
C -2.927076 1.453587 0.321415 0.126 -0.037 -0.031
C -2.948823 0.006029 0.775491 0.032 0.021 -0.093
N -2.274055 -0.824798 -0.208305 -0.044 -0.317 0.238
C -2.430197 -2.161047 -0.223520 -0.010 0.058 0.148
C -1.925541 -2.889427 -1.333890 -0.027 0.055 0.168
F -1.388815 -2.226702 -2.349418 -0.045 0.160 -0.225
C -1.991561 -4.257212 -1.399466 -0.057 -0.067 0.110
F -1.508284 -4.878172 -2.474971 0.031 -0.053 -0.072
C -2.551478 -4.992982 -0.369269 0.005 -0.084 -0.025
C -3.048716 -4.314534 0.727760 0.012 -0.124 -0.031
F -3.576140 -4.998901 1.743647 -0.021 -0.043 0.025
C -3.007064 -2.944047 0.810926 0.068 0.122 -0.080
F -3.463382 -2.370543 1.915783 -0.097 0.055 0.117
H -1.303679 2.773606 2.034347 -0.005 0.000 -0.027
H 0.189423 2.460846 1.122527 0.004 -0.026 -0.021
H -0.705886 1.109470 1.819795 -0.009 -0.033 0.001
H -2.136630 3.995202 0.092284 0.004 -0.004 0.003
H -2.197334 3.190915 -1.495255 -0.012 -0.002 0.016
H -0.635715 3.622253 -0.786607 -0.011 -0.002 0.014
H -3.471286 1.536089 -0.619335 -0.032 0.027 -0.040
H -3.439589 2.070587 1.071779 -0.012 0.021 0.013
H -3.983734 -0.301601 0.927416 -0.030 -0.030 -0.046
H -2.428319 -0.120986 1.727599 0.019 -0.045 0.059
H -2.594340 -6.072952 -0.417204 0.004 0.054 0.000
C 4.612752 2.561652 4.661604 -0.056 -0.028 -0.023
C 3.670072 1.562995 4.039940 0.007 0.062 0.052
C 4.140166 0.572385 3.180991 0.030 -0.024 -0.025
C 3.273047 -0.331012 2.588452 0.000 0.059 0.031
C 1.913512 -0.244729 2.851436 -0.050 0.065 0.117
C 1.422604 0.725590 3.714114 0.092 -0.044 -0.027
C 2.303737 1.621995 4.302096 0.002 -0.011 -0.002
S 0.802617 -1.374615 2.059232 0.103 0.129 -0.149
O -0.514224 -1.062431 2.566798 -0.103 0.006 -0.017
O 1.309886 -2.705340 2.274312 -0.004 -0.090 -0.011
N 0.838137 -0.938778 0.519363 -0.118 -0.268 -0.020
C 1.567386 -1.591843 -0.440871 -0.018 -0.033 -0.048
C 2.616653 -2.528038 -0.319221 -0.070 0.083 0.077
C 3.207083 -3.006860 -1.464998 0.022 -0.047 -0.016
C 2.776728 -2.588830 -2.726596 0.030 -0.003 0.026
C 1.736910 -1.694066 -2.772867 -0.110 0.154 0.051
N 1.151507 -1.221065 -1.667461 0.074 -0.034 0.071
H 5.641657 2.202589 4.643520 -0.029 -0.002 0.001
H 4.338726 2.769836 5.697186 0.013 -0.012 -0.040
H 4.581004 3.508290 4.116590 0.008 -0.019 0.016
H 5.203147 0.504567 2.977719 -0.029 0.002 0.005
H 3.651362 -1.100599 1.927089 0.004 0.028 0.023
H 0.361909 0.757997 3.927621 0.046 0.004 0.005
H 1.924570 2.375642 4.984114 0.007 -0.022 -0.022
H 2.915170 -2.876578 0.655993 0.023 -0.006 -0.004
H 4.014826 -3.725326 -1.385808 -0.024 0.022 0.026
H 3.231726 -2.954204 -3.635678 -0.009 -0.001 0.016
H 1.337437 -1.328991 -3.712653 -0.016 -0.003 0.026
Cl 1.333511 2.064501 -2.270609 0.108 0.146 -0.081
C -0.090913 2.118300 -3.294311 -0.157 -0.067 -0.006
C -1.119373 1.259147 -2.943240 0.197 -0.150 0.153
C -2.262571 1.329466 -3.715905 0.064 0.078 -0.082
Cl -3.617476 0.302488 -3.317751 0.022 -0.030 0.026
C -2.382430 2.208861 -4.794834 -0.066 -0.042 0.014
Cl -3.827421 2.265260 -5.732530 0.023 0.015 0.000
C -1.318305 3.052863 -5.113083 -0.044 0.005 -0.048
Cl -1.439262 4.142838 -6.440534 -0.005 -0.024 0.028
C -0.151533 3.013009 -4.351560 0.109 0.027 0.028
Cl 1.173967 4.050932 -4.714601 -0.027 0.006 -0.016
```
Positions in Å, forces in eV/Å.

As for the spin multiplicity: 5. Its charge is 0. The value obtained for the HOMO energy (spin up / spin down) is -7.5 / -8.3 eV. For the HOMO-LUMO gap (spin up / spin down), the calculation gives 7.97 / 5.91 eV. The value obtained for the total energy is -126771.1531 eV.


# 2
An isolated molecule of C18H30N4O5S2 at a distorted geometry, computed with wB97M-V/def2-TZVPD.

```
59
Properties=species:S:1:pos:R:3:forces:R:3
C -6.012163 -0.747081 1.103271 0.229 -0.070 -0.102
H -6.485901 -1.691887 0.848965 -0.098 -0.065 0.040
H -5.772154 -0.763597 2.162648 -0.050 -0.007 0.143
H -6.724629 0.053583 0.921156 -0.126 0.080 0.013
C -4.760420 -0.546931 0.257828 -0.208 0.288 0.050
H -5.026650 -0.638165 -0.797563 0.081 -0.023 -0.021
H -4.030981 -1.327825 0.488200 0.094 -0.049 -0.056
C -4.112002 0.825671 0.468408 -0.100 -0.112 0.044
N -3.052669 1.004563 -0.510748 0.053 -0.322 0.248
C -3.019141 2.015148 -1.390882 0.617 -0.240 -0.215
O -3.881423 2.853891 -1.512301 -0.255 0.401 -0.184
C -1.772728 2.035610 -2.307310 -0.735 0.453 -0.058
N -0.659790 1.280550 -1.810614 0.431 -0.304 0.088
C 0.234343 1.709338 -0.885452 0.327 0.019 0.353
C 1.096128 0.681807 -0.585433 0.309 0.230 0.442
C 0.695354 -0.426535 -1.363461 0.164 -0.736 -0.218
C -0.389564 -0.018316 -2.102404 0.173 -0.418 -0.111
H -0.942829 -0.577340 -2.829814 -0.148 -0.065 -0.181
S 1.362572 -2.072190 -1.549557 -0.288 -0.244 -0.582
O 2.789675 -2.025264 -1.474025 -0.039 0.016 0.411
O 0.756861 -2.552659 -2.759096 -0.254 0.097 0.162
N 0.797498 -3.048785 -0.338422 0.544 0.576 -0.851
C 1.411759 -2.967611 0.971895 0.572 0.028 0.557
H 2.346209 -2.417025 0.891393 -0.025 -0.227 0.139
C 0.396440 -2.266661 1.897304 0.038 0.003 0.015
H 0.185523 -2.885010 2.768569 0.018 0.035 0.043
H 0.794132 -1.312296 2.236753 -0.029 -0.039 0.085
C -0.862676 -2.077798 1.037435 -0.043 -0.135 0.001
H -0.924333 -1.044971 0.690184 -0.048 -0.003 0.010
H -1.775448 -2.320918 1.579621 -0.058 0.063 -0.018
C -0.635362 -3.022684 -0.149597 -0.708 0.035 -0.022
H -1.111126 -2.707650 -1.077184 -0.198 -0.124 0.064
H -0.969756 -4.035514 0.095840 -0.013 0.058 -0.087
H 1.622001 -3.985391 1.312459 0.000 0.081 -0.032
S 2.430488 0.922417 0.557987 -0.712 0.479 -0.231
O 1.970475 1.929421 1.475153 0.145 0.192 -0.223
O 2.831899 -0.336195 1.118562 0.150 0.024 -0.352
N 3.571853 1.607598 -0.450785 -0.774 -0.313 0.563
C 4.407249 2.627313 0.166596 0.168 0.629 0.421
H 4.559470 3.425048 -0.566023 -0.041 -0.061 0.082
C 5.742529 1.950231 0.539999 0.026 -0.012 -0.032
H 5.892461 1.939671 1.617800 0.052 0.041 0.011
H 6.576233 2.483539 0.083724 0.011 0.023 0.058
C 5.623113 0.526409 -0.023470 0.008 -0.004 -0.094
H 6.545801 0.175462 -0.480264 0.030 -0.056 0.013
H 5.326552 -0.171124 0.758930 0.066 -0.026 -0.027
C 4.481181 0.635693 -1.036005 0.344 -0.585 -0.256
H 4.832591 1.038458 -1.990421 -0.056 -0.039 0.016
H 3.965877 -0.307869 -1.203258 0.157 0.068 -0.167
H 3.872301 3.032662 1.023784 0.168 0.181 -0.080
H 0.220298 2.700648 -0.481427 -0.063 0.261 0.053
H -2.076307 1.641887 -3.281225 0.092 0.061 0.095
H -1.489818 3.082868 -2.437607 -0.031 -0.158 0.000
H -2.289682 0.346353 -0.467299 0.057 0.102 -0.075
C -3.536613 1.002664 1.870627 -0.200 0.108 -0.214
H -4.330689 0.987832 2.610223 -0.055 -0.032 0.156
H -2.829237 0.207840 2.098847 0.103 -0.116 0.051
H -3.021132 1.957152 1.942890 0.045 0.075 0.044
H -4.843649 1.613985 0.264591 0.081 -0.125 0.014
```
Positions in Å, forces in eV/Å.

Its charge is 0. The value obtained for the HOMO energy is -9.4 eV. For the HOMO-LUMO gap, the calculation gives 9.91 eV. The calculation puts the energy relative to the best compared isomer or geometry (same formula, charge and spin) at 0.58 kcal per mole. Its SMILES is CC[C@@H](C)NC(=O)Cn1cc(S(=O)(=O)N2CCCC2)c(S(=O)(=O)N2CCCC2)c1. The value obtained for the total energy is -57020.9520 eV.


# 3
A cluster of 2 separate species, C2H5IOS in total at a distorted geometry, computed with wB97M-V/def2-TZVPD.

```
10
Properties=species:S:1:pos:R:3:forces:R:3
C -0.640343 0.756978 0.874419 -0.310 0.083 0.084
C 0.328606 -0.247749 0.386254 0.078 -0.401 -2.180
O -0.158151 -0.227030 -2.172802 0.208 -0.456 2.021
S -0.091548 -1.894955 0.523677 -0.080 0.574 0.035
I 2.289970 0.328212 0.010037 -0.335 -0.114 0.181
H -0.465606 0.977064 1.931826 0.112 -0.058 0.025
H -0.553086 1.686965 0.318026 0.072 -0.073 -0.028
H -1.654117 0.372013 0.763551 0.008 0.044 -0.016
H -0.015425 0.655798 -2.515447 0.063 0.393 -0.093
H 0.959700 -2.407296 -0.119545 0.185 0.007 -0.028
```
Positions in Å, forces in eV/Å.

Its charge is 0. The value obtained for the HOMO energy (spin up / spin down) is -8.0 / -8.0 eV. For the HOMO-LUMO gap (spin up / spin down), the calculation gives 6.63 / 6.62 eV. The calculation puts the energy relative to the best compared isomer or geometry (same formula, charge and spin) at 85.40 kcal per mole. The value obtained for the total energy is -23134.5769 eV.


# 4
An isolated molecule of C7H12 at a distorted geometry, computed with wB97M-V/def2-TZVPD.

```
19
Properties=species:S:1:pos:R:3:forces:R:3
C -0.366789 1.138056 -0.195317 10.695 5.180 1.871
C -1.324866 0.241309 -0.329711 -4.814 -8.704 -0.735
C -0.420192 -0.968982 0.056935 0.519 1.573 -4.784
C 0.848396 -0.028103 0.113059 -1.541 0.811 -0.119
C -2.748196 0.255226 -0.306418 -1.502 0.614 -0.502
C 1.540356 0.008726 1.495057 -0.388 -1.616 0.914
C 1.774885 -0.120387 -1.124627 0.584 1.585 0.094
H -0.171182 2.185917 -0.123737 -0.598 0.533 0.057
H -0.689391 -1.556412 0.852699 -0.582 -1.365 2.257
H -0.259763 -1.640672 -0.871368 -0.472 0.523 1.350
H -3.140142 -0.406767 -1.174774 0.111 1.336 1.007
H -3.082791 1.371912 -0.331165 -0.110 -2.199 -0.071
H -3.101793 -0.306098 0.595761 -0.276 0.626 -0.224
H 1.595316 -1.053817 2.092939 -0.691 2.464 -1.529
H 0.921271 0.758608 1.999814 0.387 -0.478 0.859
H 2.585728 0.322828 1.542480 -0.146 0.315 -0.533
H 1.188229 0.487584 -1.876220 1.122 -0.950 0.110
H 2.079497 -1.117236 -1.510077 -0.632 0.392 0.386
H 2.771427 0.428309 -0.905329 -1.668 -0.640 -0.408
```
Positions in Å, forces in eV/Å.

As for the spin multiplicity: 3. Its charge is 0. The value obtained for the HOMO energy (spin up / spin down) is -4.7 / -9.5 eV. For the HOMO-LUMO gap (spin up / spin down), the calculation gives 5.64 / 7.78 eV. The calculation puts the energy relative to the best compared isomer or geometry (same formula, charge and spin) at 17.74 kcal per mole. The value obtained for the total energy is -7446.0637 eV.


# 5
A cluster of 2 separate species, C10H17NO3 in total at a distorted geometry, computed with wB97M-V/def2-TZVPD.

```
31
Properties=species:S:1:pos:R:3:forces:R:3
C 2.271339 0.840201 -0.045845 0.343 -0.058 0.308
C -2.773568 1.412000 -0.779549 1.273 1.505 -3.457
C -3.643746 0.541980 0.004004 -2.147 -0.747 2.208
C -1.503270 1.602464 0.109790 1.591 -0.312 -3.451
C -2.700955 -0.431969 0.733141 0.166 -2.085 -2.201
C -0.102077 -0.319328 1.113247 -0.304 2.271 -1.414
C -1.376439 0.302107 0.819556 -0.524 -0.074 0.530
C 4.559182 0.149717 -0.121216 -0.372 -1.297 -1.706
C 0.900873 -1.953829 -1.121056 -0.176 -1.827 -1.305
C 0.320570 -1.672976 1.184219 0.551 -3.671 0.340
N 2.193518 1.920496 -0.641614 -0.039 -0.373 0.266
O -0.718718 0.355510 2.118712 0.293 -0.500 0.712
O 3.222236 -0.036467 0.355010 -0.952 1.041 0.421
O 1.283520 -2.187510 0.239416 -0.762 0.452 -0.539
H -2.598308 0.912476 -1.822911 0.351 0.687 1.832
H -3.163298 2.431034 -1.098898 0.047 -1.240 0.665
H -4.062158 1.200201 0.848372 -0.170 -1.037 -1.236
H -4.430186 -0.058999 -0.559929 0.711 1.258 0.795
H -0.546578 1.512853 -0.573272 -1.711 1.473 1.256
H -1.610300 2.543020 0.682342 0.519 -0.795 0.018
H -3.043053 -0.664406 1.701158 -0.447 -0.366 1.275
H -2.679843 -1.481978 0.155988 0.386 2.239 1.103
H 5.095914 1.012837 0.266679 -0.088 -0.181 0.291
H 4.437602 0.206541 -1.209470 0.441 0.561 -0.029
H 5.033892 -0.846985 -0.010592 0.067 0.913 0.611
H 1.544792 -2.656327 -1.864805 -1.609 1.338 2.027
H 1.195774 -0.949058 -1.369168 -0.294 0.579 -0.347
H -0.262026 -2.107641 -1.341906 2.354 0.179 0.604
H -0.597162 -2.408755 0.998393 1.301 1.377 1.062
H 0.838688 -1.748697 2.184838 -0.825 -0.609 -0.889
H 2.913777 2.581496 -0.954635 0.025 -0.703 0.247
```
Positions in Å, forces in eV/Å.

Its charge is 0. The value obtained for the HOMO energy (spin up / spin down) is -8.1 / -7.6 eV. For the HOMO-LUMO gap (spin up / spin down), the calculation gives 8.64 / 7.84 eV. The calculation puts the energy relative to the best compared isomer or geometry (same formula, charge and spin) at 223.85 kcal per mole. The value obtained for the total energy is -18270.3157 eV.


- What is the charge in the fifth record?
  0